(1)
Molecular formula: C34H29MoN11O3S
Method: DFT, ωB97M-V with the def2-TZVPD basis set

**2S+1**: 1
**Calculated total energy**: -2607.42991 hartree
**Orbital gap (alpha / beta)**: 4.6854 / 4.6072 eV
**HOMO energy (alpha / beta)**: -5.1 / -5.0 eV

Last column: Löwdin charge in e.
Atoms and positions in Å:
Mo -0.332 0.624 1.373  1.70
N 1.774 -3.089 0.017  0.15
C 0.734 -2.264 0.335  -0.09
N 0.804 -1.373 1.280  0.03
C 1.959 -1.272 2.030  -0.32
N 1.957 -0.423 3.025  0.09
N 0.839 0.281 3.064  -0.23
C 0.458 0.783 4.242  -0.08
C -0.878 1.149 4.283  -0.28
C -1.556 1.686 5.410  -0.03
C -2.908 1.852 5.372  -0.08
C -3.597 1.433 4.218  -0.07
C -2.884 0.977 3.137  -0.11
N -1.548 0.888 3.101  -0.06
C 3.101 -2.103 1.741  -0.10
C 4.301 -2.016 2.442  -0.01
C 5.351 -2.862 2.127  -0.08
C 5.215 -3.788 1.106  -0.09
C 4.038 -3.872 0.377  -0.02
C 2.980 -3.031 0.691  -0.19
H 1.680 -3.695 -0.783  0.16
H -0.171 -2.370 -0.246  0.11
H 1.124 0.740 5.091  0.12
H -0.976 1.960 6.278  0.11
H -3.452 2.278 6.202  0.10
H -4.674 1.473 4.172  0.10
H -3.421 0.659 2.254  0.09
H 4.381 -1.291 3.233  0.11
H 6.275 -2.802 2.681  0.10
H 6.030 -4.452 0.867  0.10
H 3.936 -4.585 -0.428  0.11
O -1.751 -0.713 1.037  -0.26
C -2.856 -0.907 0.400  -0.37
C -3.339 -2.219 0.211  -0.01
C -4.545 -2.450 -0.403  -0.08
C -5.334 -1.388 -0.838  -0.10
C -4.878 -0.098 -0.696  -0.04
C -3.645 0.169 -0.091  -0.14
C -3.113 1.503 -0.044  -0.29
N -1.927 1.893 0.424  -0.02
C -1.834 3.232 0.178  -0.13
C -2.976 3.672 -0.407  -0.07
N -3.781 2.579 -0.530  0.13
H -2.720 -3.033 0.560  0.11
H -4.884 -3.465 -0.551  0.10
H -6.292 -1.574 -1.301  0.10
H -5.489 0.711 -1.075  0.10
H -0.952 3.783 0.440  0.08
H -3.284 4.644 -0.727  0.11
H -4.690 2.560 -0.959  0.15
N 1.950 1.077 -7.147  0.10
C 1.416 0.740 -5.928  -0.33
C 0.854 1.724 -5.108  -0.02
C 0.203 1.372 -3.944  -0.06
C 0.122 0.042 -3.578  -0.32
C 0.695 -0.943 -4.358  -0.07
C 1.348 -0.599 -5.525  -0.03
S -0.886 -0.360 -2.169  0.67
O -0.989 -1.794 -2.044  -0.31
O -2.124 0.354 -2.346  -0.27
N -0.149 0.280 -0.842  -0.14
C 1.171 0.317 -0.763  -0.52
N 1.528 0.903 0.424  -0.06
C 2.836 1.124 0.617  -0.09
C 3.774 0.699 -0.309  -0.05
C 3.312 0.028 -1.431  -0.09
N 2.008 -0.154 -1.668  0.15
H 2.174 2.045 -7.305  0.09
H 2.539 0.403 -7.606  0.09
H 0.914 2.760 -5.410  0.11
H -0.260 2.112 -3.310  0.12
H 0.615 -1.970 -4.039  0.11
H 1.791 -1.363 -6.148  0.11
H 3.118 1.627 1.534  0.12
H 4.824 0.866 -0.146  0.10
H 3.979 -0.381 -2.175  0.11
C 0.194 2.525 1.971  -0.19
H 1.177 2.974 1.819  -0.03
H -0.382 3.199 2.612  -0.01

Forces on atoms 1 to 6 (eV/Å):
Mo -0.852 2.799 1.427
N -1.313 0.466 -0.043
C 0.730 -0.405 0.308
N -0.474 -0.393 -0.437
C 0.756 0.504 1.363
N 0.549 -1.443 -0.352



(2)
Molecular formula: C4H6OS
Method: DFT, ωB97M-V with the def2-TZVPD basis set

**2S+1**: 1
**Calculated total energy**: -629.38730 hartree
**Orbital gap**: 8.3255 eV
**HOMO energy**: -8.8 eV

Last column: natural (NBO) charge in e.
Atoms and positions in Å:
S -2.767 0.128 -0.039  0.01
C -1.096 0.126 -0.218  -0.02
C -0.191 -1.030 -0.227  -0.54
C 1.106 -0.482 0.223  -0.07
O 1.161 0.806 -0.362  -0.51
C -0.161 1.312 -0.010  -0.18
H -0.599 -1.988 0.196  0.25
H -0.044 -1.297 -1.264  0.25
H 1.953 -1.075 -0.116  0.20
H 1.133 -0.426 1.299  0.16
H -0.367 2.263 -0.583  0.23
H -0.129 1.664 1.101  0.21

Forces on atoms 1 to 6 (eV/Å):
S 2.503 0.123 -0.614
C -2.481 0.977 1.832
C -1.187 -2.199 -0.871
C 1.385 -0.325 0.020
O -1.266 0.400 0.592
C 0.691 1.772 0.229



(3)
Molecular formula: C30H45BrN4OP2V
Method: DFT, ωB97M-V with the def2-TZVPD basis set

**2S+1**: 4
**Calculated total energy**: -5664.39587 hartree
**Orbital gap (alpha / beta)**: 6.5445 / 3.8429 eV
**HOMO energy (alpha / beta)**: -12.2 / -12.2 eV
**Charge**: +2

Last column: Mulliken spin population.
Atoms and positions in Å:
C -0.907 6.415 -2.353  0.00
C -1.179 5.031 -2.489  0.07
C -1.416 4.527 -3.795  -0.01
C -1.208 5.351 -4.908  0.00
N -0.877 6.623 -4.740  0.00
C -0.752 7.164 -3.533  0.00
C -1.121 4.012 -1.453  0.09
C -0.811 2.758 -1.465  -0.29
C -0.712 1.363 -1.049  0.20
C 0.367 1.196 -0.125  -0.18
C 0.376 0.074 0.703  0.11
C -0.787 -0.634 0.948  -0.12
C -2.009 -0.034 0.553  0.38
C -1.972 0.805 -0.594  -0.08
V -1.453 2.577 0.289  1.80
P 3.109 -1.401 1.201  0.01
H -1.678 3.476 -3.935  0.00
H -0.770 6.899 -1.385  0.00
H -1.313 4.940 -5.917  0.00
H -0.507 8.227 -3.506  0.00
H -2.843 0.977 -1.238  0.08
H 1.337 1.593 -0.431  -0.01
H -2.982 -0.257 1.004  -0.04
H 1.330 -0.305 1.118  0.00
C 3.257 -2.879 2.252  0.00
C 3.851 -4.115 1.584  0.00
H 2.230 -3.092 2.593  0.00
H 3.842 -2.583 3.136  0.00
H 4.072 -4.873 2.343  0.00
H 3.145 -4.567 0.877  0.00
H 4.785 -3.902 1.051  0.00
C 3.159 -1.955 -0.567  0.00
C 3.697 -0.912 -1.548  0.00
H 2.109 -2.207 -0.807  0.00
H 3.731 -2.895 -0.617  0.00
H 3.345 -1.162 -2.556  0.00
H 3.328 0.100 -1.334  0.00
H 4.796 -0.888 -1.557  0.00
C 4.577 -0.364 1.434  0.00
C 5.909 -1.080 1.292  0.00
H 4.473 0.074 2.438  0.00
H 4.513 0.466 0.716  0.00
H 6.704 -0.386 1.581  0.00
H 5.988 -1.955 1.944  0.00
H 6.113 -1.388 0.260  0.00
Br -0.720 -2.144 1.964  0.00
P -2.371 -2.809 -1.770  0.60
C -0.573 -3.107 -1.622  0.07
C -0.302 -4.592 -1.850  0.02
H -0.234 -2.772 -0.634  0.03
H -0.090 -2.493 -2.395  -0.01
H 0.766 -4.778 -1.976  0.00
H -0.662 -5.197 -1.014  0.00
H -0.808 -4.945 -2.754  0.00
C -3.165 -2.889 -0.126  0.11
C -4.471 -3.679 -0.133  0.02
H -3.362 -1.869 0.210  0.00
H -2.441 -3.337 0.571  0.01
H -4.832 -3.804 0.892  0.00
H -5.235 -3.136 -0.697  0.00
H -4.336 -4.668 -0.579  0.00
C -2.508 -1.250 -2.658  0.07
C -2.851 -1.555 -4.117  0.02
H -1.559 -0.702 -2.556  0.02
H -3.320 -0.687 -2.177  0.00
H -3.157 -0.642 -4.627  0.00
H -1.991 -1.981 -4.641  0.00
H -3.676 -2.273 -4.161  0.00
C -3.398 1.485 4.464  0.00
N -2.092 2.061 4.111  0.00
C -0.956 1.852 4.870  0.00
C 0.275 2.207 4.363  0.00
C 0.380 2.566 3.002  -0.01
N -0.745 2.840 2.287  0.01
C -1.985 2.668 2.901  -0.01
O -3.000 3.003 2.224  0.00
N 1.564 2.634 2.372  0.02
H -4.154 1.842 3.768  0.00
H -3.634 1.787 5.479  0.00
H -3.339 0.397 4.384  0.00
H -1.141 1.419 5.857  0.00
H 1.182 2.142 4.974  0.00
H 2.424 2.500 2.902  0.00
H 1.668 3.090 1.473  0.00

Forces on atoms 1 to 6 (eV/Å):
C 0.022 -0.614 -0.204
C -0.008 0.844 -1.151
C 0.488 0.281 -0.002
C -0.394 -0.399 1.316
N 0.190 0.598 -0.744
C -0.305 -0.761 0.338



(4)
Molecular formula: C3H5NO3
Method: DFT, ωB97M-V with the def2-TZVPD basis set

**2S+1**: 1
**Calculated total energy**: -397.55885 hartree
**Orbital gap (alpha / beta)**: 8.4856 / 8.4893 eV
**HOMO energy (alpha / beta)**: -8.6 / -8.6 eV

Last column: natural (NBO) charge in e.
Atoms and positions in Å:
C -0.230 -1.695 0.695  -0.47
C -0.253 -0.397 0.448  0.16
C -0.786 0.977 0.346  -0.18
N 1.632 -0.115 -0.683  0.50
O 1.739 1.035 -0.981  -0.37
O 2.231 -1.166 -0.764  -0.37
O -1.411 1.149 -0.902  -0.70
H 0.735 -2.209 0.606  0.27
H -1.238 -2.243 0.727  0.24
H -1.399 1.105 1.291  0.20
H 0.002 1.650 0.593  0.23
H -1.022 1.908 -1.376  0.49

Forces on atoms 1 to 6 (eV/Å):
C -1.947 1.055 -0.800
C 2.947 -0.804 -1.328
C -0.958 -1.609 1.343
N -4.314 -1.852 3.766
O 1.796 -0.244 -1.132
O 0.796 1.965 -1.076



(5)
Molecular formula: C2H2FHgNaO2
Method: DFT, ωB97M-V with the def2-TZVPD basis set

**2S+1**: 2
**Calculated total energy**: -643.10502 hartree
**Orbital gap (alpha / beta)**: 8.8258 / 5.6931 eV
**HOMO energy (alpha / beta)**: -13.1 / -12.8 eV
**Charge**: +1

Last column: Mulliken spin population.
Atoms and positions in Å:
H 2.110 -0.496 0.576  0.04
O -0.198 -2.047 0.223  0.01
C 0.879 -1.459 0.256  0.01
C 0.901 0.002 0.648  0.05
O -0.098 0.701 0.156  0.18
Na -1.924 -0.669 -0.293  -0.01
Hg -0.266 3.015 0.069  0.71
F 1.824 -1.974 -0.637  0.00
H 1.179 0.231 1.698  0.01

Forces on atoms 1 to 6 (eV/Å):
H -0.040 4.534 -1.667
O 1.966 0.054 0.440
C -5.518 -2.333 -2.935
C 5.652 -2.996 3.754
O -0.560 0.823 -1.726
Na 0.091 -0.066 0.070



(6)
Molecular formula: C2H3OPS
Method: DFT, ωB97M-V with the def2-TZVPD basis set

**2S+1**: 1
**Calculated total energy**: -892.63667 hartree
**Orbital gap**: 8.7594 eV
**HOMO energy**: -9.3 eV

Last column: natural (NBO) charge in e.
Atoms and positions in Å:
C -0.858 -1.949 -0.286  -0.81
C 0.658 1.180 0.800  -0.74
O -0.255 0.827 -1.533  -0.92
P 0.277 -1.767 -1.300  0.59
S -0.372 1.726 -0.433  1.18
H 0.982 1.908 1.561  0.23
H 1.056 0.107 0.618  0.25
H -1.488 -2.031 0.573  0.22

Forces on atoms 1 to 6 (eV/Å):
C 0.935 -0.146 0.131
C -1.116 -0.055 -2.228
O -0.514 -1.192 -2.727
P -0.596 -0.508 0.085
S 2.497 0.525 4.405
H -0.431 -0.774 -0.131



Question: What is the formula in the second record?
Answer: C4H6OS



Question: Which formula does entry 3 have?
Answer: C30H45BrN4OP2V